ORCA calculation (the ωB97M-V functional and the def2-TZVPD basis) on an isolated ion of composition C5H12N3 and charge +1 in a non-equilibrium geometry.

Calculated values
F_max = 1.8 eV/A
HOMO-LUMO gap (spin up / spin down) = 5.77 / 9.28 eV
E_HOMO (spin up / spin down) = -12.4 / -13.1 eV
ΔE to the lowest compared entry with this formula, charge and spin = 5.036 eV

```
! wB97M-V def2-TZVPD RIJCOSX def2/J DEFGRID3
* xyz 1 1
C -1.0308 -0.2102 0.7870
C 0.6647 1.4755 0.5831
C 1.8915 0.8043 -0.1504
C 2.6802 -1.4481 0.0686
C -3.3296 -0.2047 -0.1458
N -0.5572 0.8546 0.1818
N 2.4273 -0.2033 0.6104
N -2.2006 -0.7274 0.6102
H 0.8097 1.3629 1.6578
H 0.6236 2.5296 0.3143
H 1.6082 0.5230 -1.1805
H 2.6378 1.6089 -0.1796
H 2.1659 -1.6677 -0.8770
H 2.5185 -2.2134 0.8340
H 3.7659 -1.5053 -0.1258
H -3.6930 -0.9818 -0.8180
H -4.1367 0.0773 0.5297
H -3.0356 0.6659 -0.7254
H -0.9100 1.1622 -0.7258
H -2.4040 -1.5912 1.0994
*
```